{
  "formula": "C15H22N2O4",
  "method": "wB97M-V/def2-TZVPD",
  "lumo_ev": 0.398,
  "e_homo_ev": -8.63,
  "smiles": "CC[C@H](C)[C@H](N)C(=O)N[C@@H](Cc1ccc(O)cc1)C(=O)O",
  "energy_ev": -27082.1238,
  "orbital_gap_ev": 9.03,
  "e_above_lowest_ev": 1.955,
  "species": ["C", "C", "C", "C", "C", "N", "C", "O", "N", "C", "C", "C", "C", "C", "C", "O", "C", "C", "C", "O", "O", "H", "H", "H", "H", "H", "H", "H", "H", "H", "H", "H", "H", "H", "H", "H", "H", "H", "H", "H", "H", "H", "H"],
  "xyz": [[1.67, 1.63, 4.07], [1.55, 2.29, 2.74], [2.08, 1.36, 1.64], [3.55, 1.41, 1.61], [1.57, 1.71, 0.21], [1.85, 3.07, -0.33], [0.07, 1.45, 0.18], [-0.75, 2.38, 0.25], [-0.29, 0.11, 0.09], [-1.59, -0.34, 0.65], [-1.83, -1.78, 0.13], [-1.39, -1.90, -1.27], [-1.65, -1.02, -2.31], [-1.22, -1.16, -3.59], [-0.41, -2.30, -3.92], [0.10, -2.32, -5.12], [-0.16, -3.29, -2.94], [-0.56, -3.01, -1.62], [-1.48, -0.20, 2.15], [-1.43, -1.14, 2.90], [-1.43, 1.12, 2.56], [0.93, 0.75, 4.15], [1.27, 2.32, 4.82], [2.68, 1.33, 4.32], [0.49, 2.46, 2.59], [2.08, 3.27, 2.74], [1.81, 0.40, 1.82], [4.06, 2.40, 1.39], [3.92, 0.64, 0.87], [3.96, 1.18, 2.60], [2.15, 1.06, -0.45], [1.18, 3.77, -0.09], [1.77, 3.04, -1.35], [0.33, -0.61, -0.31], [-2.42, 0.30, 0.32], [-2.87, -2.10, 0.22], [-1.22, -2.41, 0.79], [-2.20, -0.16, -1.98], [-1.32, -0.44, -4.36], [0.50, -3.17, -5.36], [0.62, -4.02, -3.14], [-0.35, -3.71, -0.82], [-1.40, 1.83, 1.86]],
  "mulliken_charge": [-1.24, -0.31, 0.42, -1.55, -0.31, -0.75, -0.21, -0.72, 0.28, 0.01, -1.06, -0.08, 0.10, -1.01, 1.08, -0.50, -0.85, -0.26, 0.49, -0.59, -0.55, 0.21, 0.38, 0.35, 0.26, 0.35, 0.37, 0.28, 0.39, 0.34, 0.58, 0.27, 0.30, 0.39, 0.23, 0.37, 0.40, 0.34, 0.44, 0.31, 0.28, 0.31, 0.44]
}